Model A:
A single C2H6O2 molecule, computed with ωB97M-V with the def2-TZVPD basis set.

- SMILES = OCCO
- molecular weight (Da) = 62.07
- HOMO level (eV) = -10.264

Last columns: bonded neighbours and bond lengths (Å).
CARTESIAN COORDINATES (ANGSTROEM)
1 O -0.965 -0.358 1.132  C2 1.429, H5 0.967
2 C 0.209 -0.631 0.364  O1 1.429, C3 1.548, H6 1.095, H7 1.098
3 C 0.626 0.597 -0.481  C2 1.548, O4 1.409, H8 1.105, H9 1.100
4 O -0.568 1.012 -1.103  C3 1.409, H10 0.972
5 H -1.591 -1.089 1.030  O1 0.967
6 H 0.988 -1.031 1.023  C2 1.095
7 H -0.033 -1.377 -0.404  C2 1.098
8 H 1.086 1.497 -0.036  C3 1.105
9 H 1.369 0.249 -1.214  C3 1.100
10 H -1.121 1.131 -0.311  O4 0.972


Model B:
A single C2H6O2 molecule, computed with ωB97M-V with the def2-TZVPD basis set.

- molecular weight (Da) = 62.07
- HOMO level (eV) = -7.814

Last columns: bonded neighbours and bond lengths (Å).
CARTESIAN COORDINATES (ANGSTROEM)
1 O -0.475 0.110 -1.971  C2 1.378, H5 0.966
2 C 0.101 0.427 -0.760  O1 1.378, O4 1.447, H6 1.090, H7 1.094
3 C 0.752 -0.354 1.586  O4 1.745, H8 1.109, H9 1.110
4 O -0.396 -0.453 0.276  C2 1.447, C3 1.745, H10 0.971
5 H -1.397 0.400 -1.967  O1 0.966
6 H 1.181 0.284 -0.825  C2 1.090
7 H -0.139 1.430 -0.396  C2 1.094
8 H 0.215 -1.099 2.208  C3 1.109
9 H 0.348 0.599 1.986  C3 1.110
10 H -0.221 -1.354 -0.039  O4 0.971


Model C:
A single C2H6O2 molecule, computed with ωB97M-V with the def2-TZVPD basis set.

- SMILES = OCCO
- molecular weight (Da) = 62.07
- HOMO level (eV) = -10.234

Last columns: bonded neighbours and bond lengths (Å).
CARTESIAN COORDINATES (ANGSTROEM)
1 C -0.738 0.555 -0.344  C2 1.564, H4 1.087, H5 1.140, O9 1.383
2 C 0.677 0.588 0.322  C1 1.564, H6 1.094, H7 1.113, O10 1.436
3 H -1.301 -0.598 1.122  O9 1.032
4 H -0.623 0.549 -1.425  C1 1.087
5 H -1.385 1.458 -0.090  C1 1.140
6 H 0.381 0.595 1.375  C2 1.094
7 H 1.286 1.468 0.018  C2 1.113
8 H 0.767 -1.211 -0.546  O10 1.074
9 O -1.319 -0.622 0.091  C1 1.383, H3 1.032
10 O 1.474 -0.517 -0.131  C2 1.436, H8 1.074


Model D:
2 unconnected molecules or ions with the total composition C2H6O2, computed with ωB97M-V with the def2-TZVPD basis set.

- SMILES = C=CO.O
- molecular weight (Da) = 62.07
- HOMO level (eV) = -8.904

Last columns: bonded neighbours and bond lengths (Å).
CARTESIAN COORDINATES (ANGSTROEM)
1 C -0.629 -0.738 -0.069  C2 1.321, H4 1.075, H5 1.086
2 C -0.026 -1.310 -1.096  C1 1.321, O3 1.361, H6 1.082
3 O -0.375 -1.039 -2.383  C2 1.361, H7 0.964
4 H -0.379 -1.009 0.940  C1 1.075
5 H -1.406 0.002 -0.236  C1 1.086
6 H 0.764 -2.038 -0.966  C2 1.082
7 H 0.296 -1.338 -3.008  O3 0.964
8 H 0.159 3.012 2.681  O10 0.970
9 H 1.220 2.306 1.850  O10 0.963
10 O 0.375 2.153 2.286  H8 0.970, H9 0.963


The most stable arrangement is model A, and the next structure is 0.0073 hartree less stable.


Model A:
2 unconnected molecules or ions with the total composition C6H16O, computed with ωB97M-V with the def2-TZVPD basis set.

- SMILES = CCC(C)CC.O
- molecular weight (Da) = 104.19
- HOMO level (eV) = -10.691

Last columns: bonded neighbours and bond lengths (Å).
CARTESIAN COORDINATES (ANGSTROEM)
1 C 0.380 1.802 -2.436  C2 1.559, H7 1.089, H8 1.090, H9 1.083
2 C -0.722 1.444 -1.394  C1 1.559, C3 1.524, H10 1.089, H11 1.099
3 C -0.656 -0.008 -0.939  C2 1.524, C4 1.517, C5 1.545, H12 1.097
4 C -1.189 -0.944 -2.007  C3 1.517, H13 1.101, H14 1.096, H15 1.081
5 C -1.421 -0.205 0.389  C3 1.545, C6 1.525, H16 1.090, H17 1.086
6 C -1.145 -1.541 1.071  C5 1.525, H18 1.085, H19 1.105, H20 1.089
7 H 0.034 1.706 -3.464  C1 1.089
8 H 1.231 1.125 -2.360  C1 1.090
9 H 0.774 2.799 -2.286  C1 1.083
10 H -0.632 2.157 -0.574  C2 1.089
11 H -1.676 1.603 -1.915  C2 1.099
12 H 0.386 -0.294 -0.752  C3 1.097
13 H -2.290 -0.960 -1.979  C4 1.101
14 H -0.895 -0.632 -3.015  C4 1.096
15 H -0.882 -1.972 -1.876  C4 1.081
16 H -2.492 -0.159 0.187  C5 1.090
17 H -1.164 0.607 1.063  C5 1.086
18 H -1.455 -2.369 0.441  C6 1.085
19 H -1.854 -1.683 1.906  C6 1.105
20 H -0.146 -1.628 1.493  C6 1.089
21 H 4.657 -0.405 5.108  O23 0.971
22 H 3.332 -1.052 4.783  O23 0.974
23 O 3.939 -0.365 4.454  H21 0.971, H22 0.974


Model B:
2 unconnected molecules or ions with the total composition C6H16O, computed with ωB97M-V with the def2-TZVPD basis set.

- SMILES = CC(C)O.CCC
- molecular weight (Da) = 104.19
- HOMO level (eV) = -9.845

Last columns: bonded neighbours and bond lengths (Å).
CARTESIAN COORDINATES (ANGSTROEM)
1 C 0.638 0.579 1.817  C2 1.526, C3 1.526, H6 1.095, H17 1.171
2 C -0.559 0.475 2.759  C1 1.526, H7 1.087, H10 1.091, H11 1.087
3 C 1.370 -0.749 1.644  C1 1.526, H8 1.090, H9 1.095, H12 1.086
4 O -0.721 1.029 -0.681  H5 1.072, C13 1.412
5 H -0.468 0.387 0.140  O4 1.072
6 H 1.344 1.298 2.247  C1 1.095
7 H -1.304 -0.208 2.360  C2 1.087
8 H 2.241 -0.636 0.999  C3 1.090
9 H 1.719 -1.136 2.608  C3 1.095
10 H -1.020 1.453 2.903  C2 1.091
11 H -0.254 0.113 3.737  C2 1.087
12 H 0.708 -1.496 1.216  C3 1.086
13 C -0.518 0.469 -1.961  O4 1.412, C14 1.530, C15 1.528, H16 1.097
14 C 0.846 -0.213 -2.082  C13 1.530, H18 1.091, H21 1.089, H22 1.089
15 C -1.649 -0.495 -2.316  C13 1.528, H19 1.091, H20 1.088, H23 1.089
16 H -0.551 1.319 -2.655  C13 1.097
17 H 0.418 1.163 0.826  C1 1.171
18 H 0.911 -1.056 -1.392  C14 1.091
19 H -1.597 -1.390 -1.694  C15 1.091
20 H -2.614 -0.012 -2.174  C15 1.088
21 H 0.995 -0.584 -3.095  C14 1.089
22 H 1.644 0.489 -1.844  C14 1.089
23 H -1.578 -0.800 -3.359  C15 1.089


The most stable arrangement is model A, and the next structure is 0.0290 hartree less stable.